Entry 1:
C6H7O3 | ωB97M-V with the def2-TZVPD basis set

The geometry in XYZ format:
```
16
Properties=species:S:1:pos:R:3:lowdin_charge:R:1
O 2.5684 -0.6291 -0.2206 -0.170
O -3.0359 0.7200 -0.1268 0.000
C -1.5781 -1.0676 -0.2314 -0.056
C -0.3416 -1.5291 0.1529 -0.286
C -0.7396 1.1321 0.3023 -0.184
C -1.9098 0.2956 -0.1393 -0.526
H 0.8469 0.2341 1.6349 0.124
C 1.6697 0.5140 -0.3801 -0.297
O 0.4502 -2.4293 0.1812 -0.014
C 0.5011 0.3704 0.5591 -0.185
H 1.3888 0.5254 -1.4771 0.119
H 1.8700 -1.4229 -0.2392 0.085
H -1.0746 1.5474 1.2367 0.099
H -2.2558 -1.7340 -0.6983 0.083
H -0.6834 2.1182 -0.2354 0.127
H 2.3237 1.3548 -0.3188 0.079
```

Results
Relative energy (zero: lowest compared OMol25 entry of this formula, charge and spin): 71.4 kJ/mol
LUMO: 4.1483 eV
HOMO-LUMO gap: 7.654 eV
Total charge: -1
HOMO: -0.1288 Ha

***

Entry 2:
C6H7O3 | ωB97M-V with the def2-TZVPD basis set

The geometry in XYZ format:
```
16
Properties=species:S:1:pos:R:3:lowdin_spin:R:1
H -2.7910 0.9639 0.4392 0.003
C -2.2487 0.0556 0.3355 0.040
C 1.3540 -0.7889 0.0527 0.530
H -2.8751 -0.7076 0.6471 0.004
C -0.1526 1.0087 -0.6033 0.042
C 1.2963 0.7106 -0.0198 0.151
H -0.5847 1.9379 -0.3014 0.004
H -0.1096 0.8278 -1.6061 0.004
H -0.0661 -1.4857 -1.3379 0.036
H 2.1129 0.4979 1.6707 0.006
C -0.9874 -0.0558 -0.1223 0.007
H -0.5454 -2.3306 0.0897 0.019
C -0.1019 -1.2931 -0.2747 0.138
O 2.2210 1.3197 -0.6552 0.425
O 1.2210 0.9135 1.4876 0.127
O 2.2574 -1.5739 0.1981 0.465
```

Results
Relative energy (zero: lowest compared OMol25 entry of this formula, charge and spin): 0.0 kJ/mol
LUMO (spin up / spin down): 3.8706 / 2.5218 eV
HOMO-LUMO gap (spin up / spin down): 4.083 / 6.894 eV
2S+1: 3
Total charge: -1
HOMO (spin up / spin down): -0.0078 / -0.1607 Ha

***

Entry 3:
C6H7O4S | ωB97M-V with the def2-TZVPD basis set

The geometry in XYZ format:
```
18
Properties=species:S:1:pos:R:3:lowdin_charge:R:1
O -2.4488 1.1694 0.5888 -0.384
C 2.2473 0.5772 -1.2839 -0.087
C -2.0355 -1.5261 0.7872 -0.222
C 1.0772 1.2296 -0.8917 -0.066
H -2.9222 -2.0916 0.9980 0.066
O -1.8272 -0.0781 -1.3231 -0.403
H 2.4677 0.3335 -2.2844 0.087
H 3.9898 -0.0033 -0.0812 0.084
S -2.6495 -0.0809 -0.1024 0.356
C 3.0097 0.3095 -0.1808 -0.119
H 0.3472 1.5269 -1.5500 0.081
H -0.1219 -0.7357 0.5558 0.047
H -0.2696 -2.4069 1.4163 0.043
C 1.2039 1.3286 0.4719 -0.155
H 0.4122 1.6172 1.2321 0.151
O 2.3437 0.7918 0.9095 -0.019
O -4.0791 -0.3999 -0.2088 -0.416
C -0.7450 -1.5612 0.9468 -0.044
```

Results
Relative energy (zero: lowest compared OMol25 entry of this formula, charge and spin): 121.8 kJ/mol
LUMO: 3.3436 eV
HOMO-LUMO gap: 8.114 eV
Total charge: -1
HOMO: -0.1753 Ha